[1]
Computed, not measured: 2 unconnected molecules or ions with the total composition C2H7IP2 in a non-equilibrium geometry, with the ωB97M-V functional and the def2-TZVPD basis.

The geometry in ORCA input format:
```
! wB97M-V def2-TZVPD RIJCOSX def2/J DEFGRID3
* xyz 0 1
C -3.655 -0.115 -1.061
C 1.273 -1.236 1.660
P 0.211 -2.245 -1.384
P 1.202 -0.893 -0.210
I 3.567 -0.255 -0.692
H -4.029 -0.372 -2.110
H -4.450 0.324 -0.686
H -3.293 -0.887 -0.445
H 1.302 -0.300 2.244
H 2.219 -1.881 1.838
H 0.439 -1.828 1.973
H -2.820 0.568 -1.223
*
```

- E_tot: -1060.72059 a.u.
- Energy relative to the best compared isomer or geometry (same formula, charge and spin): 38.64 kcal/mol
- HOMO (spin up / spin down): -8.115 / -8.117 eV
- Frontier orbital gap (spin up / spin down): 6.23 / 6.23 eV
- LUMO (spin up / spin down): -1.88 / -1.88 eV
- SMILES: CP(#P)I.C



[2]
Computed, not measured: 2 unconnected molecules or ions with the total composition C4H12N2O2 in a non-equilibrium geometry, with the ωB97M-V functional and the def2-TZVPD basis.

The geometry in ORCA input format:
```
! wB97M-V def2-TZVPD RIJCOSX def2/J DEFGRID3
* xyz 0 1
O -1.629 1.198 0.113
C -0.543 0.724 0.463
N -0.361 0.357 1.793
C 0.839 -0.357 2.212
N 1.077 -1.681 1.650
C 0.633 0.825 -0.406
C 0.634 0.081 -1.704
H -1.163 0.726 2.401
H 1.753 0.369 1.648
H 0.767 -0.663 3.334
H 0.359 -2.392 1.940
H 0.963 -1.689 0.594
H 1.597 0.692 0.251
H 0.497 1.921 -0.804
H 0.228 -0.882 -1.762
H 0.489 0.622 -2.767
H 1.559 -0.344 -1.788
H -3.302 -0.040 -2.234
H -2.013 0.725 -2.460
O -2.382 -0.191 -2.475
*
```

- E_tot: -419.51272 a.u.
- Energy relative to the best compared isomer or geometry (same formula, charge and spin): 85.19 kcal/mol
- HOMO: -9.511 eV
- Frontier orbital gap: 10.35 eV
- LUMO: 0.84 eV
- SMILES: CCC(=O)NCN.O



[3]
Computed, not measured: a gas-phase ion, C3H10FNP (charge +1) in a non-equilibrium geometry, with the ωB97M-V functional and the def2-TZVPD basis.

The geometry in ORCA input format:
```
! wB97M-V def2-TZVPD RIJCOSX def2/J DEFGRID3
* xyz 1 1
C -0.929 -0.204 -1.924
C 1.320 1.553 -0.254
C -0.285 -0.617 1.532
N 0.064 -1.953 1.432
F -1.265 1.625 0.360
P -0.180 0.540 -0.040
H -0.715 0.582 -2.637
H -0.382 -1.115 -2.124
H 2.100 1.223 0.431
H 1.690 1.472 -1.274
H 1.064 2.592 -0.042
H -1.337 -0.504 1.821
H 0.353 -0.097 2.256
H 1.039 -2.174 1.310
H -0.550 -2.560 0.910
H -1.985 -0.362 -1.758
*
```

- E_tot: -616.02877 a.u.
- Energy relative to the best compared isomer or geometry (same formula, charge and spin): 0.00 kcal/mol
- HOMO: -13.848 eV
- Frontier orbital gap: 9.75 eV
- LUMO: -4.10 eV



[4]
Computed, not measured: a molecular structure, C12H22Br8Cl6O2Sr2 in a non-equilibrium geometry, with the ωB97M-V functional and the def2-TZVPD basis.

The geometry in ORCA input format:
```
! wB97M-V def2-TZVPD RIJCOSX def2/J DEFGRID3
* xyz 2 1
Sr -1.949 0.431 -2.076
Sr -4.212 0.950 1.101
O -1.977 -0.008 0.481
C -0.596 0.098 0.809
C 0.472 -0.396 -0.227
O 0.454 0.010 -1.596
H -0.396 -0.314 1.805
H -0.358 1.152 1.035
H 0.458 -1.494 -0.217
H 1.424 -0.085 0.218
Br -5.283 -1.618 2.440
C -3.760 -2.748 1.927
C -4.199 -3.951 1.104
Br -5.637 -4.942 1.979
H -3.364 -3.161 2.853
H -2.953 -2.232 1.406
H -3.408 -4.683 0.961
H -4.658 -3.759 0.137
Br 3.147 2.930 -2.690
C 2.333 1.424 -3.665
C 3.458 0.535 -4.148
Br 2.679 -1.017 -5.124
H 1.784 1.917 -4.460
H 1.648 0.951 -2.964
H 4.109 0.181 -3.358
H 4.054 1.131 -4.836
Br 2.231 5.398 0.287
C 1.376 4.786 -1.383
C 0.546 3.555 -1.058
Br -0.569 3.233 -2.634
H 2.214 4.513 -2.018
H 0.792 5.585 -1.826
H -0.204 3.809 -0.315
H 1.134 2.684 -0.791
Br -2.978 0.595 4.122
C -1.285 1.062 5.096
C -0.380 -0.148 4.988
Br 1.041 0.127 6.327
H -1.515 1.289 6.131
H -0.822 1.900 4.584
H 0.087 -0.260 4.014
H -0.932 -1.060 5.201
C 0.314 -3.143 -2.464
Cl -1.431 -2.818 -2.518
Cl 0.896 -3.733 -4.026
Cl 0.646 -4.271 -1.149
H 0.817 -2.222 -2.182
C 2.861 -0.358 -0.296
Cl 4.404 0.523 -0.432
Cl 2.582 -0.874 1.386
Cl 2.872 -1.753 -1.352
H 2.035 0.281 -0.587
*
```

- E_tot: -24034.96039 a.u.
- Energy relative to the best compared isomer or geometry (same formula, charge and spin): 93.38 kcal/mol
- HOMO: -13.665 eV
- Frontier orbital gap: 5.22 eV
- LUMO: -8.44 eV



[5]
Computed, not measured: a single C5H5NOS molecule in a non-equilibrium geometry, with the ωB97M-V functional and the def2-TZVPD basis.

The geometry in ORCA input format:
```
! wB97M-V def2-TZVPD RIJCOSX def2/J DEFGRID3
* xyz 0 1
C 1.385 -0.593 0.637
C 0.479 -0.135 -0.183
C -0.081 -0.521 -1.511
C -1.397 1.055 -0.791
C -0.392 1.088 0.246
H 1.753 -2.904 0.317
H 1.716 0.304 1.321
H 0.217 -1.098 -2.401
H -2.434 1.606 -0.956
H -1.521 1.049 2.414
N -1.204 0.139 -1.745
O 1.935 -1.896 0.831
S -0.454 1.906 1.821
*
```

- E_tot: -721.55158 a.u.
- Energy relative to the best compared isomer or geometry (same formula, charge and spin): 105.46 kcal/mol
- HOMO: -8.602 eV
- Frontier orbital gap: 8.05 eV
- LUMO: -0.55 eV
- SMILES: O/C=C1\C=NC=C1S



[6]
Computed, not measured: 2 unconnected molecules or ions with the total composition C4H9N in a non-equilibrium geometry, with the ωB97M-V functional and the def2-TZVPD basis.

The geometry in ORCA input format:
```
! wB97M-V def2-TZVPD RIJCOSX def2/J DEFGRID3
* xyz 0 1
C 1.526 1.871 4.352
C 0.590 1.796 5.295
H 1.990 2.803 4.072
H 1.782 0.939 3.897
H 0.187 2.656 5.795
H 0.122 0.849 5.473
C -0.195 -2.152 -2.560
C -0.488 -0.929 -2.998
N -1.339 -0.692 -4.073
H -0.760 -3.015 -2.867
H 0.548 -2.214 -1.773
H -0.102 -0.005 -2.585
H -1.907 0.135 -4.151
H -1.873 -1.490 -4.372
*
```

- E_tot: -212.49391 a.u.
- Energy relative to the best compared isomer or geometry (same formula, charge and spin): 35.93 kcal/mol
- HOMO: -8.245 eV
- Frontier orbital gap: 9.44 eV
- LUMO: 1.19 eV
- SMILES: C=CN.C=C



[7]
Computed, not measured: 22 unconnected molecules or ions with the total composition C32H30Cl63NO5S in a non-equilibrium geometry, with the ωB97M-V functional and the def2-TZVPD basis.

The geometry in ORCA input format:
```
! wB97M-V def2-TZVPD RIJCOSX def2/J DEFGRID3
* xyz 0 1
O 1.958 2.231 -4.018
C 1.405 2.167 -2.956
C 1.701 3.132 -1.800
N 1.664 4.537 -2.214
C 1.638 5.455 -1.088
O 2.567 6.067 -0.666
C 0.190 5.479 -0.675
C -0.420 5.810 0.514
C -1.802 5.683 0.571
C -2.562 5.251 -0.506
C -4.050 5.109 -0.337
S -4.991 6.297 -1.302
O -5.949 6.877 -0.397
O -4.120 7.248 -1.934
C -1.938 4.960 -1.722
C -0.574 5.080 -1.771
C 0.417 4.829 -2.893
O 0.242 4.925 -4.067
H 0.651 1.387 -2.822
H 0.965 2.917 -1.012
H 2.691 2.845 -1.441
H 0.170 6.148 1.355
H -2.304 5.919 1.502
H -4.353 4.106 -0.655
H -4.342 5.224 0.703
H -5.665 5.594 -2.253
H -2.492 4.651 -2.600
C 2.909 8.606 1.630
Cl 3.455 9.909 2.688
Cl 2.900 7.066 2.493
Cl 1.313 8.965 0.973
H 3.605 8.524 0.805
C 3.082 -1.151 -1.371
Cl 4.290 0.106 -1.093
Cl 2.797 -2.092 0.089
Cl 1.575 -0.412 -1.935
H 3.461 -1.817 -2.136
C 5.671 -5.333 0.164
Cl 5.770 -5.632 1.899
Cl 3.996 -5.422 -0.372
Cl 6.369 -3.759 -0.234
H 6.240 -6.094 -0.351
C 5.906 3.924 0.601
Cl 5.234 2.687 -0.468
Cl 4.614 4.997 1.132
Cl 6.732 3.187 1.974
H 6.629 4.503 0.042
C -7.116 9.351 -2.623
Cl -7.272 10.030 -4.248
Cl -7.385 10.600 -1.409
Cl -8.230 8.002 -2.389
H -6.105 8.977 -2.506
C -7.576 5.105 -5.644
Cl -7.625 6.789 -5.132
Cl -6.505 4.875 -7.023
Cl -7.073 4.068 -4.292
H -8.577 4.815 -5.934
C -1.206 4.678 -6.895
Cl -0.173 3.537 -7.752
Cl -1.734 5.978 -7.967
Cl -2.600 3.850 -6.193
H -0.634 5.112 -6.086
C -9.445 1.855 -7.174
Cl -9.839 3.409 -7.918
Cl -7.705 1.685 -6.939
Cl -10.300 1.667 -5.646
H -9.773 1.075 -7.848
C -12.681 -1.058 -3.334
Cl -11.093 -0.851 -2.593
Cl -12.573 -0.881 -5.086
Cl -13.377 -2.618 -2.905
H -13.334 -0.284 -2.953
C 8.121 -8.768 1.893
Cl 7.194 -9.834 2.951
Cl 9.728 -9.419 1.604
Cl 7.271 -8.507 0.367
H 8.223 -7.810 2.388
C 4.267 -12.344 4.048
Cl 2.945 -11.596 4.943
Cl 5.001 -13.643 4.990
Cl 3.707 -12.946 2.488
H 5.022 -11.591 3.869
C 3.629 -5.308 5.663
Cl 4.804 -6.365 4.876
Cl 2.788 -4.327 4.464
Cl 2.483 -6.251 6.614
H 4.162 -4.647 6.334
C -14.135 3.436 -5.064
Cl -14.052 3.047 -6.782
Cl -13.528 2.088 -4.096
Cl -13.238 4.910 -4.710
H -15.172 3.598 -4.802
C 2.262 -1.140 7.153
Cl 1.406 -2.288 8.179
Cl 3.895 -1.712 6.806
Cl 1.366 -0.859 5.656
H 2.339 -0.201 7.683
C 11.877 -7.816 4.943
Cl 12.458 -6.428 5.859
Cl 10.214 -7.556 4.398
Cl 12.932 -8.153 3.574
H 11.886 -8.677 5.593
C -1.227 11.685 1.972
Cl -1.768 10.375 0.918
Cl -2.574 12.744 2.388
Cl -0.462 11.049 3.428
H -0.493 12.268 1.432
C -14.984 -5.670 -5.680
Cl -15.069 -6.203 -3.999
Cl -16.602 -5.442 -6.345
Cl -14.035 -4.192 -5.815
H -14.491 -6.443 -6.254
C 1.130 1.957 3.050
Cl 1.753 3.290 4.021
Cl -0.521 2.292 2.514
Cl 2.178 1.646 1.670
H 1.111 1.070 3.668
C 14.990 -11.154 5.837
Cl 14.338 -12.418 4.798
Cl 13.693 -10.117 6.445
Cl 15.908 -11.845 7.171
H 15.657 -10.540 5.247
C 8.607 -7.471 7.728
Cl 7.095 -7.155 6.878
Cl 9.392 -5.960 8.187
Cl 8.334 -8.491 9.143
H 9.265 -8.001 7.053
C 2.195 -9.392 -0.297
Cl 1.562 -8.078 -1.292
Cl 3.953 -9.289 -0.168
Cl 1.453 -9.378 1.301
H 1.946 -10.328 -0.779
*
```

- E_tot: -31058.41271 a.u.
- HOMO: -9.894 eV
- Frontier orbital gap: 9.40 eV
- LUMO: -0.49 eV



[8]
Computed, not measured: a single C21H25N5O5S2 molecule in a non-equilibrium geometry, with the ωB97M-V functional and the def2-TZVPD basis.

The geometry in ORCA input format:
```
! wB97M-V def2-TZVPD RIJCOSX def2/J DEFGRID3
* xyz 0 1
C 5.419 2.593 4.214
C 3.946 2.363 3.906
H 3.440 1.873 4.739
H 3.455 3.315 3.676
O 3.779 1.480 2.800
C 3.844 2.019 1.573
O 4.012 3.198 1.360
C 3.681 0.994 0.555
C 3.695 1.116 -0.816
N 3.538 -0.048 -1.486
C 3.369 -1.055 -0.691
N 3.187 -2.357 -1.066
C 2.621 -2.878 -2.207
O 2.413 -4.065 -2.281
C 2.288 -1.904 -3.310
H 2.713 -2.252 -4.251
H 2.611 -0.892 -3.072
S 0.489 -1.910 -3.590
C -0.041 -1.252 -2.072
N 0.721 -0.963 -1.052
N -0.065 -0.443 -0.100
C -1.299 -0.430 -0.531
N -1.344 -0.939 -1.809
C -2.435 -1.069 -2.735
H -2.116 -0.666 -3.703
C -2.846 -2.529 -2.935
O -3.403 -3.023 -1.742
C -3.691 -4.398 -1.795
H -4.423 -4.618 -2.582
H -4.106 -4.664 -0.825
H -2.784 -4.985 -1.980
H -1.966 -3.124 -3.223
H -3.580 -2.586 -3.754
H -3.279 -0.491 -2.355
C -2.413 0.098 0.237
C -2.189 1.212 1.041
C -3.206 1.759 1.799
C -4.476 1.190 1.771
C -4.695 0.056 0.986
C -3.679 -0.487 0.230
H -3.857 -1.389 -0.334
H -5.677 -0.389 0.994
O -5.551 1.646 2.466
C -5.391 2.769 3.298
H -5.095 3.655 2.726
H -4.656 2.583 4.087
H -6.367 2.943 3.750
H -2.997 2.626 2.407
H -1.201 1.647 1.064
H 3.261 -3.034 -0.314
S 3.440 -0.666 1.010
C 3.866 2.375 -1.586
H 4.652 2.245 -2.327
H 2.941 2.603 -2.114
H 4.110 3.193 -0.916
H 5.899 3.093 3.376
H 5.514 3.218 5.097
H 5.918 1.644 4.392
*
```

- E_tot: -2261.60047 a.u.
- Energy relative to the best compared isomer or geometry (same formula, charge and spin): 11.84 kcal/mol
- HOMO: -7.932 eV
- Frontier orbital gap: 8.44 eV
- LUMO: 0.51 eV
- SMILES: CCOC(=O)c1sc(NC(=O)CSc2nnc(-c3ccc(OC)cc3)n2CCOC)nc1C



[9]
Computed, not measured: 14 unconnected molecules or ions with the total composition C2H31O14 in a non-equilibrium geometry, with the ωB97M-V functional and the def2-TZVPD basis.

The geometry in ORCA input format:
```
! wB97M-V def2-TZVPD RIJCOSX def2/J DEFGRID3
* xyz -1 1
C -0.265 1.642 0.741
C -0.236 0.223 0.189
O 0.893 -0.497 0.705
H -0.458 1.545 1.753
H -1.082 2.260 0.326
H 0.614 2.147 0.601
H -0.111 0.242 -0.896
H -1.063 -0.412 0.510
O 0.519 -2.783 -0.720
H 0.702 -1.924 -0.361
H 1.387 -3.085 -0.935
O -1.693 3.449 -1.864
H -1.560 3.287 -0.958
H -0.843 3.149 -2.263
O -1.186 -3.019 1.611
H -0.818 -2.380 2.238
H -0.660 -2.952 0.792
O 2.803 -2.144 1.390
H 2.183 -2.695 1.830
H 2.355 -1.304 1.274
O -3.529 0.860 0.413
H -3.699 1.745 0.038
H -2.656 0.597 0.321
O -3.544 -0.751 2.589
H -4.495 -0.799 2.643
H -3.429 -0.196 1.815
O 2.868 1.434 1.937
H 3.230 0.916 2.688
H 2.243 0.832 1.592
O -2.708 -1.900 -0.687
H -2.019 -1.922 -0.119
H -2.334 -2.276 -1.423
O -0.951 -0.566 -3.774
H 0.011 -0.464 -3.706
H -1.141 -1.488 -3.999
O 0.641 2.023 -3.034
H 0.512 1.606 -3.878
H 1.214 1.399 -2.531
O 4.022 1.901 -0.743
H 3.565 2.041 0.121
H 4.861 1.439 -0.496
O -0.100 -0.999 3.171
H -0.939 -0.586 3.024
H 0.313 -0.672 2.377
O 2.161 0.210 -1.765
H 2.903 0.776 -1.457
H 1.520 0.095 -1.080
*
```

- E_tot: -1148.20351 a.u.
- Energy relative to the best compared isomer or geometry (same formula, charge and spin): 19.45 kcal/mol
- HOMO: -6.078 eV
- Frontier orbital gap: 8.82 eV
- LUMO: 2.74 eV



[10]
Computed, not measured: a single C2H3NOS molecule in a non-equilibrium geometry, with the ωB97M-V functional and the def2-TZVPD basis.

The geometry in ORCA input format:
```
! wB97M-V def2-TZVPD RIJCOSX def2/J DEFGRID3
* xyz 0 1
C 0.684 1.101 0.245
C -0.641 -0.633 -0.143
N -0.481 0.682 0.247
O 0.157 -1.550 0.314
S 1.999 0.062 -0.031
H 0.866 2.199 0.491
H -1.811 -1.136 0.137
H -0.772 -0.725 -1.260
*
```

- E_tot: -606.03335 a.u.
- Energy relative to the best compared isomer or geometry (same formula, charge and spin): 96.64 kcal/mol
- HOMO (spin up / spin down): -9.660 / -9.472 eV
- Frontier orbital gap (spin up / spin down): 7.64 / 7.21 eV
- LUMO (spin up / spin down): -2.02 / -2.26 eV



[11]
Computed, not measured: a gas-phase ion, C3H4NO (charge +1) in a non-equilibrium geometry, with the ωB97M-V functional and the def2-TZVPD basis.

The geometry in ORCA input format:
```
! wB97M-V def2-TZVPD RIJCOSX def2/J DEFGRID3
* xyz 1 1
C -0.767 0.929 -0.067
C 0.737 0.941 0.033
C -0.022 -1.106 -0.040
N -1.125 -0.306 0.079
O 1.128 -0.273 0.024
H -1.264 1.871 -0.181
H 1.551 1.772 0.031
H -0.001 -1.959 0.685
H -0.283 -1.638 -0.987
*
```

- E_tot: -246.35086 a.u.
- Energy relative to the best compared isomer or geometry (same formula, charge and spin): 25.87 kcal/mol
- HOMO: -17.305 eV
- Frontier orbital gap: 10.25 eV
- LUMO: -7.05 eV



[12]
Computed, not measured: a single C20H24N2O5S molecule, with the ωB97M-V functional and the def2-TZVPD basis.

The geometry in ORCA input format:
```
! wB97M-V def2-TZVPD RIJCOSX def2/J DEFGRID3
* xyz 0 1
C -2.288 0.990 4.227
C -0.961 0.695 3.536
H -0.159 0.653 4.278
H -0.715 1.471 2.803
O -0.936 -0.587 2.931
C -1.566 -0.800 1.756
C -1.533 -2.123 1.294
C -2.085 -2.453 0.076
C -2.687 -1.468 -0.687
C -2.755 -0.167 -0.236
C -2.203 0.174 0.986
H -2.260 1.198 1.315
H -3.244 0.572 -0.850
S -3.180 -1.857 -2.358
O -3.791 -0.713 -2.957
O -3.850 -3.120 -2.430
N -1.666 -2.134 -3.078
C -0.602 -1.356 -2.637
C -0.765 0.026 -2.553
C 0.235 0.803 -2.013
C 1.415 0.229 -1.542
C 1.603 -1.141 -1.699
C 0.605 -1.927 -2.240
H 0.753 -2.992 -2.350
H 2.536 -1.606 -1.413
C 2.411 1.128 -0.897
O 2.489 2.315 -1.157
N 3.209 0.532 0.026
H 3.024 -0.420 0.298
C 4.160 1.272 0.815
H 4.309 2.232 0.316
C 3.668 1.502 2.260
H 3.423 0.532 2.711
C 2.504 2.493 2.319
H 1.938 2.343 3.240
C 3.232 3.838 2.344
H 3.354 4.217 1.330
C 4.597 3.493 2.966
H 4.701 3.883 3.982
O 4.685 2.077 3.053
H 5.426 3.877 2.360
H 2.700 4.585 2.929
H 1.837 2.396 1.466
H 5.112 0.735 0.851
H 0.121 1.874 -1.935
H -1.684 0.460 -2.912
H -1.477 -3.123 -3.147
H -2.064 -3.467 -0.291
H -1.054 -2.866 1.912
H -2.236 1.958 4.718
H -2.492 0.227 4.973
H -3.108 1.000 3.514
*
```

- E_tot: -1660.42098 a.u.
- Energy relative to the best compared isomer or geometry (same formula, charge and spin): 39.83 kcal/mol
- HOMO: -8.951 eV
- Frontier orbital gap: 9.36 eV
- LUMO: 0.41 eV
- SMILES: CCOc1ccc(S(=O)(=O)Nc2ccc(C(=O)NC[C@@H]3CCCO3)cc2)cc1